No. 1
{
  "formula": "C16H44NO10P",
  "method": "ωB97M-V with the def2-TZVPD basis set",
  "smiles": "NOC(=O)OP(O)O.CC(C)O.CC(C)O.CC(C)O.CC(C)O.CC(C)O",
  "fmax_ev_per_a": 5.334,
  "gap_ev": 9.9,
  "lumo_ev": 0.43,
  "species": ["N", "O", "C", "O", "O", "P", "O", "O", "H", "H", "H", "H", "C", "C", "C", "O", "H", "H", "H", "H", "H", "H", "H", "H", "C", "C", "C", "O", "H", "H", "H", "H", "H", "H", "H", "H", "C", "C", "C", "O", "H", "H", "H", "H", "H", "H", "H", "H", "C", "C", "C", "O", "H", "H", "H", "H", "H", "H", "H", "H", "C", "C", "C", "O", "H", "H", "H", "H", "H", "H", "H", "H"],
  "xyz": [[-0.743, -3.879, 3.171], [-0.890, -2.686, 2.512], [-2.172, -2.541, 1.932], [-2.429, -1.433, 1.387], [-3.176, -3.541, 1.876], [-3.964, -3.764, 3.397], [-4.089, -5.491, 3.563], [-5.562, -3.093, 3.355], [-0.162, -3.738, 4.031], [-0.285, -4.596, 2.569], [-3.462, -5.826, 2.867], [-6.134, -3.621, 2.741], [-4.674, 1.876, 0.370], [-5.088, 1.281, -0.966], [-5.602, -0.141, -0.803], [-3.971, 1.282, -1.853], [-3.864, 1.294, 0.822], [-4.296, 2.894, 0.236], [-5.515, 1.904, 1.068], [-5.865, 1.903, -1.421], [-4.823, -0.791, -0.391], [-5.885, -0.561, -1.772], [-6.470, -0.173, -0.140], [-3.278, 0.735, -1.459], [-0.206, 0.124, -0.600], [0.929, 1.043, -1.023], [0.531, 1.903, -2.212], [2.071, 0.259, -1.366], [-0.478, -0.560, -1.412], [0.097, -0.497, 0.247], [-1.092, 0.697, -0.315], [1.215, 1.684, -0.185], [0.284, 1.282, -3.079], [1.359, 2.550, -2.513], [-0.334, 2.529, -1.975], [1.828, -0.314, -2.110], [4.223, 6.215, -2.012], [3.539, 4.938, -2.476], [4.486, 3.750, -2.420], [3.072, 5.109, -3.812], [5.076, 6.457, -2.655], [3.534, 7.062, -2.068], [4.579, 6.121, -0.983], [2.665, 4.741, -1.848], [5.348, 3.906, -3.077], [3.985, 2.842, -2.767], [4.850, 3.582, -1.403], [3.838, 5.284, -4.375], [3.381, -0.559, -5.052], [2.233, -1.552, -4.958], [1.736, -1.956, -6.337], [1.160, -0.968, -4.220], [3.063, 0.359, -5.558], [3.720, -0.268, -4.054], [4.226, -0.983, -5.599], [2.559, -2.440, -4.410], [1.361, -1.087, -6.888], [0.904, -2.661, -6.254], [2.533, -2.423, -6.922], [0.863, -0.181, -4.697], [0.496, -0.716, 7.404], [0.277, -2.094, 6.801], [1.261, -3.108, 7.364], [0.429, -2.021, 5.384], [1.501, -0.346, 7.176], [-0.210, 0.004, 6.982], [0.370, -0.735, 8.490], [-0.746, -2.424, 7.002], [2.292, -2.820, 7.135], [1.099, -4.091, 6.914], [1.157, -3.199, 8.448], [1.331, -1.729, 5.195]],
  "forces_ev_per_angstrom": [[0.69, -2.80, 1.54], [-2.64, 0.37, -1.73], [-1.16, 4.74, -1.99], [1.37, -4.65, 2.23], [1.19, 0.02, 1.00], [-0.25, 0.56, 2.43], [0.46, 2.27, -2.40], [1.76, -2.69, -1.72], [-0.72, 0.47, -1.17], [-0.22, 1.13, 0.33], [-0.78, 0.05, 0.87], [0.26, 0.69, 0.60], [0.00, 0.28, 0.09], [0.39, -0.41, 0.43], [-0.19, -0.18, -0.16], [0.00, 0.16, -0.26], [-0.13, -0.12, -0.03], [-0.11, -0.06, -0.03], [0.08, -0.01, 0.00], [0.20, -0.01, -0.14], [-0.01, 0.14, 0.12], [-0.04, 0.11, 0.06], [0.06, -0.03, -0.02], [-0.15, 0.07, -0.02], [-0.03, -0.07, 0.26], [-0.32, -0.43, -0.60], [0.10, 0.36, -0.01], [0.31, 0.02, 0.17], [0.02, 0.14, -0.08], [-0.08, 0.14, -0.01], [0.03, -0.07, 0.05], [0.15, -0.12, -0.06], [-0.11, -0.04, 0.17], [-0.07, 0.00, 0.06], [0.03, -0.03, -0.07], [-0.09, 0.16, 0.02], [-0.17, 0.23, 0.16], [0.69, 0.09, -0.25], [-0.11, -0.29, 0.07], [-0.31, -0.02, -0.06], [0.02, -0.14, 0.05], [0.02, -0.11, 0.06], [0.01, 0.03, -0.07], [-0.06, 0.03, -0.23], [0.00, 0.13, 0.09], [-0.01, 0.07, 0.12], [0.01, -0.02, -0.08], [-0.12, -0.04, 0.15], [0.23, 0.02, 0.23], [0.05, 0.46, -0.56], [-0.14, -0.28, -0.04], [-0.09, -0.13, 0.38], [-0.03, -0.11, -0.09], [-0.01, -0.08, -0.07], [-0.05, 0.06, 0.02], [-0.19, 0.12, 0.11], [0.15, 0.03, 0.04], [0.12, 0.01, 0.02], [-0.06, 0.05, 0.01], [0.08, -0.14, 0.06], [-0.24, 0.21, 0.01], [0.62, 0.21, 0.21], [-0.07, -0.27, 0.02], [-0.18, -0.23, -0.26], [0.02, -0.13, 0.07], [0.01, -0.11, 0.07], [0.04, 0.02, -0.07], [0.05, 0.03, -0.25], [-0.06, 0.11, 0.08], [-0.06, 0.06, 0.09], [0.05, -0.01, -0.07], [-0.18, 0.01, 0.05]],
  "mulliken_charge": [-0.495, -0.056, 0.657, -0.512, -0.209, 0.451, -0.500, -0.447, 0.233, 0.226, 0.331, 0.299, -1.064, 0.404, -1.024, -0.541, 0.138, 0.305, 0.396, 0.284, 0.119, 0.310, 0.373, 0.316, -0.840, 0.351, -0.945, -0.595, 0.340, 0.195, 0.186, 0.311, 0.140, 0.071, 0.433, 0.333, -1.430, 0.489, -1.068, -0.563, 0.348, 0.342, 0.363, 0.300, 0.370, 0.172, 0.352, 0.353, -1.195, 0.359, -1.396, -0.479, 0.318, 0.284, 0.407, 0.302, 0.365, 0.327, 0.395, 0.313, -1.321, 0.405, -1.268, -0.460, 0.354, 0.325, 0.378, 0.263, 0.338, 0.312, 0.375, 0.294]
}

No. 2
{
  "formula": "C16H45BF4NO7",
  "method": "ωB97M-V with the def2-TZVPD basis set",
  "fmax_ev_per_a": 11.941,
  "gap_ev": 9.5,
  "total_charge": -1,
  "lumo_ev": 2.69,
  "e_above_lowest_kcal_mol": 68.44,
  "species": ["B", "F", "F", "F", "F", "C", "C", "N", "H", "H", "H", "C", "C", "O", "H", "H", "H", "H", "H", "H", "C", "C", "O", "H", "H", "H", "H", "H", "H", "C", "C", "O", "H", "H", "H", "H", "H", "H", "C", "C", "O", "H", "H", "H", "H", "H", "H", "C", "C", "O", "H", "H", "H", "H", "H", "H", "C", "C", "O", "H", "H", "H", "H", "H", "H", "C", "C", "O", "H", "H", "H", "H", "H", "H"],
  "xyz": [[0.907, -0.400, -0.450], [0.034, 0.689, -0.210], [1.193, -0.384, -1.820], [2.012, -0.145, 0.300], [0.296, -1.592, -0.274], [2.602, -3.651, 1.070], [4.019, -3.735, 1.193], [5.214, -3.811, 1.341], [2.038, -4.018, 1.712], [2.142, -2.693, 1.138], [2.241, -4.008, 0.084], [3.038, 2.774, 2.043], [3.987, 1.629, 2.300], [4.461, 1.086, 0.958], [3.684, 3.458, 1.566], [2.477, 3.106, 2.907], [2.139, 2.587, 1.464], [3.385, 0.848, 2.847], [4.572, 2.129, 2.841], [3.590, 0.786, 0.784], [2.789, 4.459, -1.506], [2.027, 3.244, -1.586], [1.055, 3.275, -2.701], [2.247, 5.437, -1.425], [3.280, 4.592, -2.278], [3.548, 4.239, -0.695], [1.220, 3.003, -0.791], [2.549, 2.180, -1.612], [0.213, 2.700, -2.531], [-1.621, 1.471, -4.968], [-0.888, 0.724, -3.865], [-1.378, 0.973, -2.659], [-1.554, 2.508, -4.691], [-2.674, 1.199, -4.886], [-1.324, 1.129, -5.856], [0.197, 1.028, -3.889], [-1.048, -0.323, -3.942], [-0.806, 0.534, -1.926], [-0.682, -5.406, -3.105], [-0.315, -4.473, -2.108], [-0.750, -3.188, -2.337], [-1.672, -5.602, -3.250], [-0.384, -6.378, -2.837], [-0.212, -4.977, -4.155], [0.779, -4.421, -2.042], [-0.633, -4.765, -1.192], [-0.214, -2.596, -1.812], [-4.421, 1.582, 0.583], [-3.790, 0.481, -0.252], [-4.535, -0.654, 0.038], [-5.346, 1.793, 0.377], [-3.905, 2.452, 0.353], [-4.222, 1.342, 1.571], [-2.663, 0.185, -0.183], [-3.637, 0.717, -1.202], [-4.063, -1.524, -0.178], [-0.192, 1.325, 3.335], [-0.983, 2.408, 2.755], [-0.486, 2.906, 1.502], [0.707, 1.612, 3.671], [-0.069, 0.610, 2.659], [-0.669, 0.817, 4.169], [-1.131, 3.239, 3.522], [-1.970, 2.264, 2.651], [-0.176, 2.256, 1.098], [-2.325, -2.164, 3.876], [-1.763, -2.017, 2.396], [-0.580, -2.723, 2.104], [-1.640, -1.583, 4.506], [-2.098, -3.079, 4.258], [-3.385, -1.709, 4.014], [-1.594, -0.945, 2.192], [-2.592, -2.545, 1.812], [-0.254, -2.262, 1.225]],
  "forces_ev_per_angstrom": [[0.47, 2.42, -1.89], [-0.80, -0.05, 0.31], [0.41, 0.23, -0.51], [0.96, -0.63, 0.95], [-0.99, -2.03, 1.42], [2.49, 2.96, -6.72], [6.66, -0.28, 1.31], [-6.16, 0.32, -0.86], [-4.19, -4.63, 6.28], [0.73, 1.69, -0.36], [0.48, -0.03, 0.38], [-1.57, -0.75, -0.46], [-6.37, -4.29, -4.85], [0.48, 1.64, 3.57], [0.00, 1.63, -0.44], [0.84, 0.60, 0.91], [0.35, -0.50, -1.00], [1.23, 0.30, -0.35], [6.30, 2.50, 4.25], [-1.14, -1.08, -1.65], [-2.42, 0.27, 7.75], [-5.29, -5.26, 0.50], [-1.08, -0.77, -0.47], [-0.02, -1.13, 0.74], [5.05, 0.92, -7.75], [-0.85, 0.93, -0.55], [2.07, 1.05, 0.03], [-0.10, 2.49, -0.23], [2.51, 1.41, 0.02], [-1.84, 0.13, 4.64], [2.30, -0.39, -2.59], [-0.65, 1.12, 5.79], [0.23, 0.71, -0.76], [-0.27, 0.05, 0.04], [1.57, -0.56, -3.67], [-0.66, -0.70, -0.40], [0.69, -1.41, -1.30], [-1.33, 1.22, -1.91], [2.19, 0.48, -4.84], [2.58, 1.98, 0.46], [-1.11, 1.22, -1.01], [-3.14, 0.43, -0.43], [1.41, -1.29, 0.03], [-1.16, -1.64, 2.36], [0.22, -0.39, 0.00], [-1.12, -1.20, 3.19], [0.05, 0.40, 0.14], [5.75, -1.74, -0.60], [2.11, -1.28, 3.27], [-0.31, -3.37, -0.52], [-5.49, 0.40, -1.13], [1.25, 1.92, -0.22], [-0.14, -0.27, 2.18], [-1.26, 1.04, 1.58], [-1.01, 1.10, -4.82], [-0.82, 2.20, 0.29], [-2.88, 0.34, 1.92], [1.51, 3.54, 0.91], [-4.15, 8.96, 6.71], [3.40, 1.30, 1.08], [0.79, -3.27, -3.13], [-0.43, 0.20, 0.23], [1.19, -0.23, -0.97], [-3.73, -1.82, -0.84], [4.25, -9.04, -5.97], [0.66, 4.07, -1.32], [-2.47, -0.93, 0.53], [1.28, 1.29, -1.75], [-0.25, 0.54, 0.05], [-0.46, -3.20, 0.74], [1.82, -1.28, -0.42], [-0.69, -0.44, -0.26], [0.77, 1.38, -0.01], [-0.72, -1.50, 2.41]],
  "mulliken_charge": [0.168, -0.029, -0.375, -0.216, 0.187, -0.579, 0.318, -0.471, 0.678, -0.086, 0.120, -0.702, -0.592, -0.616, 0.305, 0.328, 0.078, 0.167, 0.673, 0.479, -1.461, 1.294, -0.686, 0.269, 0.642, 0.252, -0.674, 0.023, 0.325, -1.578, 0.080, -0.537, 0.315, 0.311, 0.501, 0.273, 0.320, 0.111, -1.486, -0.016, -0.593, 0.428, 0.399, 0.215, 0.184, 0.364, 0.364, -1.672, 0.489, -0.634, 0.564, 0.435, 0.292, -0.285, 0.406, 0.348, -0.708, -0.189, -0.517, 0.393, -0.135, 0.366, 0.296, 0.248, 0.043, -1.405, 0.653, -0.621, 0.324, 0.468, 0.265, -0.205, 0.052, 0.255]
}

No. 3
{
  "formula": "C16H46N2O10",
  "method": "ωB97M-V with the def2-TZVPD basis set",
  "smiles": "COC[C@H](C)N.COC[C@H](C)N.OCCO.OCCO.OCCO.OCCO",
  "fmax_ev_per_a": 1.785,
  "gap_ev": 9.6,
  "lumo_ev": 0.23,
  "e_above_lowest_kcal_mol": 14.28,
  "species": ["C", "C", "O", "O", "H", "H", "H", "H", "H", "H", "C", "C", "O", "O", "H", "H", "H", "H", "H", "H", "C", "C", "O", "O", "H", "H", "H", "H", "H", "H", "C", "C", "O", "O", "H", "H", "H", "H", "H", "H", "C", "C", "C", "O", "C", "N", "H", "H", "H", "H", "H", "H", "H", "H", "H", "H", "H", "C", "C", "C", "O", "C", "N", "H", "H", "H", "H", "H", "H", "H", "H", "H", "H", "H"],
  "xyz": [[5.329, 0.413, -3.539], [5.094, -0.636, -2.476], [4.861, -0.091, -1.180], [6.135, 1.426, -2.991], [4.351, 0.835, -3.831], [5.722, -0.082, -4.433], [5.952, -1.325, -2.431], [4.282, -1.341, -2.687], [4.920, 0.865, -1.285], [6.260, 2.133, -3.629], [-0.924, 0.447, 7.164], [0.500, 0.649, 6.728], [1.152, 1.675, 7.464], [-1.640, 1.637, 6.803], [-0.944, 0.296, 8.249], [-1.365, -0.414, 6.660], [0.557, 0.876, 5.660], [1.065, -0.271, 6.901], [0.863, 2.523, 7.117], [-2.567, 1.405, 6.720], [-2.209, -2.869, 4.067], [-1.225, -1.785, 3.770], [-1.826, -0.534, 4.158], [-3.233, -2.989, 3.083], [-2.662, -2.704, 5.045], [-1.718, -3.849, 4.165], [-1.001, -1.740, 2.702], [-0.337, -1.884, 4.403], [-1.459, 0.169, 3.586], [-2.940, -3.620, 2.422], [1.164, -1.560, -3.825], [1.038, -2.275, -5.141], [2.326, -2.594, -5.633], [-0.133, -1.389, -3.218], [1.611, -0.574, -3.915], [1.724, -2.231, -3.170], [0.399, -1.752, -5.867], [0.444, -3.190, -4.975], [2.236, -3.381, -6.176], [-0.302, -2.221, -2.767], [-4.253, -0.830, -2.446], [-3.115, 0.102, -2.094], [-2.511, 0.764, -3.324], [-3.503, 1.448, -4.073], [-2.941, 2.249, -5.081], [-3.480, 1.156, -1.126], [-5.038, -0.340, -3.022], [-4.688, -1.306, -1.564], [-3.904, -1.657, -3.077], [-2.242, -0.474, -1.758], [-2.016, 0.008, -3.936], [-1.785, 1.504, -2.954], [-2.199, 1.725, -5.695], [-2.422, 3.111, -4.637], [-3.756, 2.602, -5.709], [-3.776, 1.936, -1.704], [-4.273, 0.875, -0.564], [1.670, 1.440, 2.945], [0.541, 1.594, 1.932], [0.598, 0.625, 0.772], [1.745, 0.925, 0.007], [1.574, 0.557, -1.347], [-0.792, 1.593, 2.563], [1.675, 0.432, 3.372], [1.486, 2.148, 3.753], [2.628, 1.613, 2.463], [0.718, 2.587, 1.484], [-0.280, 0.641, 0.117], [0.715, -0.388, 1.199], [0.873, 1.238, -1.842], [1.192, -0.466, -1.368], [2.528, 0.546, -1.866], [-1.475, 1.546, 1.812], [-0.992, 2.449, 3.066]],
  "forces_ev_per_angstrom": [[-1.45, -0.26, -0.33], [0.56, -1.07, 0.82], [-0.08, 0.08, -0.57], [0.50, 0.04, 0.06], [0.13, 0.04, 0.02], [0.33, 0.17, 0.06], [0.22, 0.46, 0.18], [-0.29, 0.49, -0.50], [0.17, 0.06, 0.28], [-0.06, -0.04, -0.04], [-0.14, 0.39, -0.19], [0.36, -0.13, -0.05], [0.12, -0.04, 0.06], [0.02, -0.17, 0.18], [-0.06, 0.04, 0.00], [0.11, -0.05, -0.05], [-0.23, -0.13, -0.04], [0.00, 0.06, 0.05], [-0.15, -0.01, 0.06], [-0.04, 0.06, -0.06], [0.02, -1.24, -0.03], [-0.50, 1.56, 0.71], [-0.04, -0.52, -0.27], [-0.19, 0.23, 0.16], [-0.22, 0.30, -0.13], [0.25, 0.19, -0.06], [0.33, -0.29, 0.00], [0.27, -0.44, -0.36], [0.11, 0.15, 0.12], [0.01, 0.04, 0.00], [-0.75, -0.44, 0.52], [-0.95, -0.69, -0.48], [-0.08, 0.13, -0.03], [0.35, -0.11, -0.37], [0.20, -0.02, 0.02], [0.57, 0.43, -0.03], [0.46, 0.48, 0.02], [0.30, -0.03, 0.27], [0.16, 0.03, -0.09], [-0.29, 0.07, 0.05], [-0.10, -0.69, -0.36], [0.39, 0.19, -0.28], [-0.34, 0.35, 0.16], [-0.01, -0.29, 0.02], [0.15, 0.38, 0.17], [0.33, -0.18, -0.50], [-0.01, 0.21, 0.20], [-0.02, 0.19, 0.09], [0.12, 0.10, 0.04], [-0.32, -0.08, 0.56], [0.10, 0.09, -0.07], [0.22, -0.16, -0.16], [-0.16, -0.23, 0.01], [-0.08, 0.01, -0.07], [0.03, 0.02, -0.05], [-0.23, 0.15, 0.32], [-0.02, -0.02, 0.00], [-0.64, -0.60, -0.08], [0.04, 1.66, -0.18], [0.51, -0.66, 0.40], [0.35, 0.36, -0.21], [-0.14, -0.42, 0.43], [-0.08, -0.73, -0.45], [-0.01, 0.05, 0.03], [0.30, 0.06, 0.04], [0.06, 0.13, 0.07], [-0.10, -0.14, -0.11], [-0.24, 0.20, 0.30], [-0.23, -0.05, -0.27], [-0.06, -0.13, -0.09], [-0.16, 0.05, -0.29], [0.16, 0.25, 0.21], [-0.14, 0.08, 0.08], [0.26, 0.02, 0.10]],
  "mulliken_charge": [-0.300, -0.313, -0.500, -0.543, 0.236, 0.356, 0.348, 0.098, 0.333, 0.310, 0.021, -0.151, -0.555, -0.561, 0.321, 0.037, -0.122, 0.366, 0.336, 0.294, -0.791, 0.280, -0.557, -0.512, 0.278, 0.364, 0.116, 0.205, 0.370, 0.295, -0.304, -0.544, -0.498, -0.344, 0.201, 0.358, 0.257, 0.332, 0.309, 0.241, -1.490, 0.899, -0.950, -0.401, -0.771, -0.608, 0.332, 0.388, 0.359, -0.010, 0.393, 0.464, 0.292, 0.301, 0.272, 0.267, 0.271, -1.419, 0.344, -0.083, -0.404, -0.402, -0.486, 0.217, 0.316, 0.425, 0.241, 0.022, 0.136, 0.364, 0.460, -0.254, 0.168, 0.279]
}

no.,E_HOMO (eV)
1,-9.51
2,-6.79
3,-9.42